A single C2H4N4 molecule at a distorted geometry. Source: the Open Molecules 2025 dataset; level of theory: ωB97M-V with the def2-TZVPD basis set.

Each line ends with the natural charge from an NBO analysis.
Positions of all 10 atoms, in Å:
1 N 2.034 -0.282 -0.088  -0.809
2 C 0.738 -0.194 0.263  0.471
3 N -0.165 -1.060 0.232  -0.221
4 N -1.400 -0.752 -0.051  -0.489
5 C -1.403 1.073 0.022  0.143
6 N -0.272 1.522 0.053  -0.471
7 H 2.665 0.411 0.277  0.400
8 H 2.263 -0.636 -1.012  0.394
9 H -1.997 -1.476 0.383  0.370
10 H -2.452 1.332 -0.066  0.212

ΔE to the lowest compared entry with this formula, charge and spin: 3.605 eV
Kohn-Sham gap: 9.631 eV
LUMO energy: 0.91 eV
2S+1: 1
electronic energy: -297.5118 Eh
highest occupied orbital energy: -8.721 eV



A single C2H4N4 molecule at a distorted geometry. Source: the Open Molecules 2025 dataset; level of theory: ωB97M-V with the def2-TZVPD basis set.

Each line ends with the natural charge from an NBO analysis.
Positions of all 10 atoms, in Å:
1 C -0.366 1.210 -0.165  0.159
2 C 0.431 -1.147 -0.014  0.214
3 H 1.557 1.416 0.309  0.358
4 H -0.623 2.261 -0.299  0.207
5 H -1.510 -1.534 0.080  0.372
6 H 0.483 -2.220 -0.536  0.179
7 N 0.884 0.775 0.564  -0.482
8 N -1.255 0.358 -0.201  -0.269
9 N -0.924 -0.783 0.526  -0.449
10 N 1.324 -0.337 -0.263  -0.289

ΔE to the lowest compared entry with this formula, charge and spin: 3.694 eV
SMILES: C1=NNC=NN1
Kohn-Sham gap: 10.638 eV
LUMO energy: 1.03 eV
2S+1: 1
electronic energy: -297.5085 Eh
highest occupied orbital energy: -9.607 eV



A single C2H4N4 molecule at a distorted geometry. Source: the Open Molecules 2025 dataset; level of theory: ωB97M-V with the def2-TZVPD basis set.

Each line ends with the natural charge from an NBO analysis.
Positions of all 10 atoms, in Å:
1 C 0.376 1.055 -0.017  0.166
2 C 1.604 -0.622 -0.035  0.131
3 H -2.139 -0.773 -0.696  0.386
4 H -2.121 -0.100 0.935  0.365
5 H -0.116 2.058 -0.084  0.215
6 H 2.520 -1.242 0.038  0.205
7 N -1.729 0.054 -0.082  -0.628
8 N -0.399 -0.011 -0.017  -0.040
9 N 1.674 0.710 -0.042  -0.479
10 N 0.330 -1.127 0.001  -0.320

ΔE to the lowest compared entry with this formula, charge and spin: 1.747 eV
SMILES: Nn1cncn1
Kohn-Sham gap: 10.667 eV
LUMO energy: 0.91 eV
2S+1: 1
electronic energy: -297.5801 Eh
highest occupied orbital energy: -9.760 eV



Among the records above, which one has the lowest Kohn-Sham gap?
number 1



The lowest highest occupied orbital energy belongs to which entry?
number 3



Look up the Kohn-Sham gap of the second one.
10.638 eV